{"formula": "C36H96B3F12N6O12", "method": "wB97M-V/def2-TZVPD", "e_tot_ev": -107017.4551, "total_charge": 3, "max_force_ev_per_a": 3.17, "elements": ["C", "O", "C", "C", "N", "H", "H", "C", "C", "O", "C", "H", "H", "H", "H", "H", "H", "H", "H", "H", "H", "H", "H", "H", "H", "C", "O", "C", "C", "N", "H", "H", "C", "C", "O", "C", "H", "H", "H", "H", "H", "H", "H", "H", "H", "H", "H", "H", "H", "H", "C", "O", "C", "C", "N", "H", "H", "C", "C", "O", "C", "H", "H", "H", "H", "H", "H", "H", "H", "H", "H", "H", "H", "H", "H", "C", "O", "C", "C", "N", "H", "H", "C", "C", "O", "C", "H", "H", "H", "H", "H", "H", "H", "H", "H", "H", "H", "H", "H", "H", "C", "O", "C", "C", "N", "H", "H", "C", "C", "O", "C", "H", "H", "H", "H", "H", "H", "H", "H", "H", "H", "H", "H", "H", "H", "C", "O", "C", "C", "N", "H", "H", "C", "C", "O", "C", "H", "H", "H", "H", "H", "H", "H", "H", "H", "H", "H", "H", "H", "H", "B", "F", "F", "F", "F", "B", "F", "F", "F", "F", "B", "F", "F", "F", "F"], "coordinates": [[2.473, -7.927, -5.986], [3.191, -6.714, -5.784], [2.381, -5.580, -5.418], [3.146, -4.303, -5.584], [3.451, -3.980, -7.048], [4.115, -4.649, -7.410], [2.592, -3.973, -7.578], [3.954, -2.534, -7.328], [5.424, -2.328, -6.838], [5.576, -2.536, -5.472], [6.926, -2.557, -5.035], [3.142, -8.743, -6.261], [1.774, -7.824, -6.816], [1.937, -8.106, -5.054], [1.820, -5.759, -4.501], [1.630, -5.469, -6.200], [4.066, -4.416, -5.011], [2.598, -3.456, -5.169], [3.263, -1.755, -7.005], [3.790, -2.544, -8.406], [5.788, -1.324, -7.059], [6.166, -2.932, -7.360], [7.526, -3.096, -5.768], [7.067, -3.061, -4.079], [7.235, -1.540, -4.791], [-9.268, -5.712, -10.840], [-8.609, -4.473, -10.677], [-9.477, -3.535, -10.093], [-8.686, -2.352, -9.559], [-7.834, -2.752, -8.315], [-7.075, -3.240, -8.768], [-7.458, -1.931, -7.862], [-8.505, -3.518, -7.128], [-9.618, -2.715, -6.411], [-10.684, -2.446, -7.275], [-11.637, -1.518, -6.870], [-9.566, -6.104, -9.868], [-8.609, -6.350, -11.429], [-10.156, -5.639, -11.467], [-10.206, -3.883, -9.362], [-10.117, -3.141, -10.882], [-9.394, -1.550, -9.350], [-8.053, -1.951, -10.351], [-7.638, -3.573, -6.470], [-8.754, -4.487, -7.561], [-9.149, -1.803, -6.041], [-10.042, -3.333, -5.620], [-11.365, -0.532, -6.492], [-12.135, -1.968, -6.012], [-12.353, -1.512, -7.692], [-3.964, -0.149, 7.517], [-3.366, -0.551, 8.785], [-4.332, -0.430, 9.815], [-3.760, -0.505, 11.209], [-2.493, 0.404, 11.424], [-1.708, 0.071, 10.883], [-2.755, 1.372, 11.299], [-1.873, 0.379, 12.813], [-2.656, 1.211, 13.896], [-4.038, 0.847, 14.114], [-4.713, 1.874, 14.899], [-4.810, -0.775, 7.233], [-3.184, -0.399, 6.798], [-4.165, 0.919, 7.432], [-5.148, -1.120, 9.601], [-4.708, 0.588, 9.713], [-3.266, -1.470, 11.322], [-4.433, -0.299, 12.041], [-0.816, 0.645, 12.784], [-1.890, -0.648, 13.177], [-2.645, 2.264, 13.614], [-2.186, 1.052, 14.867], [-3.939, 2.313, 15.527], [-5.499, 1.435, 15.513], [-5.144, 2.641, 14.255], [-4.442, 9.425, -1.444], [-3.799, 8.354, -2.184], [-4.139, 6.962, -1.839], [-2.937, 6.042, -1.967], [-1.862, 6.647, -2.934], [-2.269, 6.698, -3.857], [-1.887, 7.616, -2.649], [-0.455, 6.027, -2.914], [0.511, 6.930, -3.809], [1.755, 6.362, -4.174], [2.381, 6.886, -5.323], [-4.129, 9.267, -0.412], [-5.527, 9.377, -1.539], [-4.172, 10.422, -1.791], [-4.973, 6.547, -2.404], [-4.568, 6.883, -0.840], [-3.161, 5.016, -2.256], [-2.552, 6.158, -0.954], [-0.602, 5.069, -3.412], [-0.219, 5.848, -1.865], [0.664, 7.947, -3.446], [0.016, 7.051, -4.773], [2.024, 6.474, -6.267], [3.425, 6.576, -5.372], [2.394, 7.955, -5.540], [10.087, -8.239, 5.067], [9.482, -7.077, 5.620], [9.078, -6.172, 4.665], [8.345, -5.011, 5.347], [7.535, -5.462, 6.598], [8.284, -5.764, 7.205], [7.213, -4.648, 7.101], [6.489, -6.601, 6.600], [5.121, -6.243, 5.893], [5.202, -5.760, 4.558], [3.947, -5.689, 3.937], [11.135, -8.321, 5.355], [10.159, -8.320, 3.983], [9.729, -9.170, 5.507], [8.425, -6.472, 3.845], [9.914, -5.720, 4.132], [7.673, -4.480, 4.672], [9.035, -4.264, 5.741], [6.448, -7.048, 7.593], [7.012, -7.362, 6.021], [4.547, -5.510, 6.461], [4.540, -7.158, 6.009], [3.309, -4.961, 4.438], [3.504, -6.665, 3.734], [4.048, -5.187, 2.975], [5.400, 3.684, 2.159], [4.928, 4.696, 3.065], [4.023, 4.126, 3.989], [3.559, 5.292, 4.913], [4.747, 5.970, 5.679], [5.016, 5.304, 6.390], [5.555, 5.994, 5.073], [4.371, 7.440, 6.087], [5.660, 8.213, 6.232], [6.682, 8.026, 5.228], [7.578, 9.094, 5.142], [6.008, 3.019, 2.772], [6.026, 4.112, 1.377], [4.504, 3.197, 1.774], [4.465, 3.294, 4.538], [3.212, 3.578, 3.509], [2.988, 4.759, 5.673], [3.003, 6.024, 4.328], [3.633, 7.537, 6.884], [3.928, 7.871, 5.189], [6.153, 7.864, 7.139], [5.363, 9.248, 6.404], [8.140, 9.390, 6.028], [7.192, 9.996, 4.667], [8.366, 8.766, 4.465], [-1.739, -3.260, -11.168], [-2.362, -4.461, -10.965], [-2.482, -2.514, -12.037], [-1.627, -2.560, -10.027], [-0.483, -3.438, -11.694], [-2.814, -1.230, -1.751], [-2.000, -0.279, -1.216], [-2.591, -1.314, -3.126], [-2.419, -2.479, -1.215], [-4.160, -1.041, -1.479], [-5.327, 4.054, -7.644], [-6.241, 3.844, -6.672], [-6.027, 3.697, -8.783], [-4.921, 5.405, -7.755], [-4.197, 3.308, -7.446]], "forces_ev_per_angstrom": [[-0.482, 0.616, 0.154], [0.774, 1.104, 0.062], [-0.755, -1.298, -2.311], [0.711, -0.137, 1.123], [-0.133, 1.777, 1.973], [0.084, -0.343, -0.346], [-0.516, -0.807, -0.263], [1.082, -0.961, -0.114], [0.100, 0.469, -0.731], [-0.812, -0.781, 1.174], [-0.100, 0.215, 0.217], [0.241, 0.292, 0.391], [-0.255, 0.094, 0.019], [-0.175, -0.602, -0.115], [0.433, 0.454, 0.381], [-0.813, -0.431, -0.052], [0.284, 0.480, -0.527], [-0.058, -0.065, -0.172], [-0.129, -0.523, 0.780], [0.985, 0.538, -0.224], [-0.571, 0.462, -0.386], [-0.325, -0.650, -0.455], [0.384, 0.393, -0.051], [-0.718, -0.419, -0.070], [0.434, 0.178, -0.706], [0.099, -0.225, -0.734], [-0.161, -0.043, 0.886], [0.079, 1.035, -0.646], [-0.746, -0.154, 0.142], [-1.982, 0.840, -0.556], [0.558, -0.693, 0.463], [0.404, 0.614, -0.348], [0.660, 0.552, -1.171], [0.161, -0.501, -0.899], [1.561, 0.064, -1.458], [-1.568, -0.815, 0.998], [0.161, -0.391, -0.015], [0.179, -0.178, 0.580], [-0.314, 0.390, 0.047], [0.365, -0.626, 0.376], [-0.144, 0.342, -0.206], [0.194, -0.163, 0.664], [0.596, -0.294, 0.346], [-0.302, -0.547, 0.337], [-0.299, 0.059, 0.463], [-0.148, 0.189, 0.361], [0.597, -0.017, 0.578], [0.807, 0.162, -0.688], [-0.527, 0.008, 0.230], [0.026, 0.553, 0.170], [1.465, -0.935, -0.214], [-0.340, 0.206, 0.048], [0.090, 1.787, -0.715], [2.094, -1.142, 0.161], [-0.706, -0.303, 1.544], [-0.326, 0.370, -1.264], [0.245, 0.406, -0.902], [-1.852, -0.699, 1.952], [-0.738, -0.171, -0.354], [0.382, -0.058, -0.852], [0.821, -0.332, -0.216], [-0.276, 0.165, 0.398], [-0.051, 0.175, -0.084], [-0.221, -0.013, 0.421], [-0.118, -0.181, 0.717], [-0.687, 0.214, 0.028], [-0.457, -0.316, 0.348], [-0.048, 0.040, -0.257], [-0.232, 0.479, -0.264], [-0.092, -0.220, -0.348], [0.320, 0.254, 0.074], [0.662, 0.242, -0.181], [-0.345, 0.237, 0.327], [0.224, -0.217, -0.195], [0.058, -0.019, -0.115], [-0.213, -1.204, 0.356], [0.211, -1.124, -0.214], [-1.619, 1.264, -0.826], [1.262, 1.098, 0.318], [-0.659, -0.479, 1.256], [-0.015, -0.457, -0.750], [0.352, 0.800, 0.222], [-0.175, 0.456, -1.228], [-0.397, -0.192, -1.067], [-0.013, -0.379, 1.351], [0.647, -0.254, -1.599], [-0.291, 0.453, 0.224], [-0.038, -0.261, 0.075], [0.582, -0.443, -0.314], [0.014, 0.609, -0.855], [0.565, 0.226, 0.449], [0.018, 0.193, 0.084], [1.020, -0.827, -0.290], [0.309, -0.069, 0.098], [0.294, 0.306, -0.175], [-0.110, 0.029, 0.638], [-0.798, 0.117, -0.006], [-0.811, -0.387, 0.107], [0.018, -0.058, 0.777], [-0.398, 0.388, 1.002], [1.696, -1.269, 0.385], [-0.327, -0.765, -0.105], [-0.659, 1.879, -0.588], [-0.611, 0.175, 0.434], [0.444, -0.299, 0.045], [0.395, -0.698, 0.296], [-0.610, 0.490, -0.219], [0.348, 0.588, -2.533], [0.354, 0.140, 0.948], [1.478, -0.815, 0.927], [-0.452, 0.918, -0.900], [0.247, 0.695, 0.245], [-0.823, 0.387, -0.064], [-0.897, 0.252, -0.165], [-0.212, -1.167, 0.237], [0.384, 0.124, 0.059], [-0.075, -0.336, -0.006], [0.067, -0.161, 0.222], [-0.515, 0.655, 0.141], [-0.210, -0.059, -0.233], [0.145, 0.264, 0.420], [-0.068, -0.308, -0.448], [-0.460, -0.507, 0.623], [-0.168, 0.008, 0.440], [0.574, -0.312, -0.176], [-0.110, 0.249, 0.767], [-0.213, -0.047, 0.077], [0.851, 1.143, 0.073], [0.812, -1.770, -0.051], [-2.502, 0.153, -1.049], [-0.031, 0.303, 0.895], [0.449, 0.500, -0.774], [1.322, -0.577, -2.245], [1.403, -0.117, 1.693], [-2.449, -0.453, 0.449], [1.711, 0.736, -1.163], [0.038, -0.483, -0.326], [-0.321, 0.177, 0.138], [0.322, -0.325, -0.418], [0.663, 0.110, 0.584], [-0.698, 0.691, -0.253], [-0.472, 0.748, 0.132], [0.192, 0.064, 0.398], [0.530, -0.447, 0.239], [-0.383, -0.528, -0.171], [-0.077, 0.260, 0.524], [0.242, 0.231, -0.295], [-0.566, -0.316, 0.639], [-0.593, -0.012, 0.193], [-0.078, -0.188, -0.100], [-0.137, 0.131, -1.072], [-0.647, -1.735, 0.488], [-1.201, 0.947, -1.477], [0.305, 1.161, 2.932], [1.804, -0.610, -0.637], [-0.048, -1.787, -0.717], [0.732, 1.651, 0.864], [-0.087, 0.277, -0.714], [0.094, -0.568, 0.520], [-0.523, 0.478, 0.228], [-0.081, 0.674, -1.370], [-1.100, 0.117, 2.768], [0.079, -0.347, -1.706], [-0.008, 0.562, 0.339], [1.174, -0.919, 0.253]], "mulliken_charge": [-0.699, -0.313, -0.628, -0.554, -0.189, 0.341, 0.439, -0.785, -0.547, -0.285, -0.726, 0.229, 0.328, 0.294, 0.505, 0.331, 0.257, 0.466, 0.404, 0.412, 0.427, 0.418, 0.363, 0.248, 0.263, -0.722, -0.334, -0.525, -0.790, -0.242, 0.390, 0.388, -0.745, -0.472, -0.205, -0.834, 0.294, 0.269, 0.308, 0.430, 0.459, 0.342, 0.500, 0.426, 0.333, 0.417, 0.392, 0.331, 0.321, 0.267, -0.755, -0.337, -0.462, -0.752, -0.068, 0.385, 0.352, -0.860, -0.511, -0.334, -0.692, 0.333, 0.259, 0.328, 0.418, 0.343, 0.400, 0.444, 0.422, 0.361, 0.443, 0.403, 0.337, 0.254, 0.286, -0.718, -0.390, -0.526, -0.611, -0.292, 0.450, 0.391, -0.478, -0.470, -0.368, -0.832, 0.328, 0.291, 0.249, 0.361, 0.410, 0.460, 0.365, 0.342, 0.285, 0.358, 0.403, 0.360, 0.292, 0.338, -0.827, -0.351, -0.508, -0.652, -0.254, 0.418, 0.353, -0.629, -0.560, -0.268, -0.790, 0.301, 0.359, 0.288, 0.394, 0.484, 0.330, 0.435, 0.484, 0.258, 0.407, 0.411, 0.334, 0.320, 0.263, -0.712, -0.326, -0.738, -0.638, -0.170, 0.373, 0.437, -0.560, -0.578, -0.328, -0.828, 0.313, 0.238, 0.311, 0.418, 0.568, 0.354, 0.382, 0.370, 0.334, 0.365, 0.471, 0.335, 0.335, 0.275, 0.598, -0.401, -0.397, -0.382, -0.418, 0.627, -0.394, -0.405, -0.431, -0.397, 0.619, -0.386, -0.410, -0.434, -0.388]}